Entry 1:
# C4H5N3O

A 2-piece molecular cluster, C4H5N3O overall at a distorted geometry (ωB97M-V/def2-TZVPD, the OMol25 dataset).

Energy above the lowest of the compared OMol25 structures with the same formula, charge and spin, kcal per mole: 164.53
HOMO-LUMO gap, Ha: 0.315

Geometry (Å):
1 C -1.14 0.78 -0.29
2 C -1.03 -0.37 -1.18
3 C -0.10 0.69 0.64
4 C 0.03 -1.10 -0.71
5 N 2.06 -2.10 1.22
6 N 0.62 -0.50 0.32
7 N 1.72 -0.94 1.00
8 O 3.05 -2.42 1.84
9 H -1.95 1.45 -0.50
10 H -1.58 -0.76 -2.01
11 H 0.22 1.23 1.55
12 H 0.45 -1.92 -1.13
13 H 2.60 0.22 1.33

Calculated atomic charges, method Mulliken, unit e: -0.444, -0.521, -0.549, -0.023, -0.109, 0.550, -0.337, -0.521, 0.387, 0.392, 0.370, 0.469, 0.337

Entry 2:
# C4H7NO2

C4H7NO2 as an isolated structure (ωB97M-V/def2-TZVPD, the OMol25 dataset).

Energy above the lowest of the compared OMol25 structures with the same formula, charge and spin, kcal per mole: 142.97
HOMO-LUMO gap, Ha: 0.374

Geometry (Å):
1 C -0.50 1.06 -1.42
2 C -0.22 0.20 -0.22
3 C -1.23 -0.10 0.80
4 O -0.83 -1.07 -0.15
5 C 1.19 0.25 0.23
6 O 2.07 1.22 0.13
7 N 2.12 -0.36 0.82
8 H -1.57 1.06 -1.64
9 H -0.17 2.09 -1.24
10 H 0.04 0.68 -2.30
11 H -0.93 -0.30 1.83
12 H -2.23 0.31 0.66
13 H 1.49 -2.47 1.30
14 H 0.76 -2.57 1.19

Calculated atomic charges, method Mulliken, unit e: -1.309, 1.158, -0.601, -0.434, 0.487, -0.475, -0.451, 0.388, 0.326, 0.313, 0.305, 0.264, 0.152, -0.124

Entry 3:
# C15H31NO2OsP2

C15H31NO2OsP2 as an isolated structure at a distorted geometry (ωB97M-V/def2-TZVPD, the OMol25 dataset).

<S²>: 6.09
Multiplicity: 5
Total charge: +2
Energy above the lowest of the compared OMol25 structures with the same formula, charge and spin, kcal per mole: 37.56
HOMO-LUMO gap (alpha / beta), Ha: 0.239 / 0.161

Geometry (Å):
1 P -1.11 3.00 -4.59
2 P -2.60 -0.50 -4.90
3 C -1.80 2.09 -6.08
4 C -2.94 1.07 -5.89
5 H -0.95 1.63 -6.62
6 H -2.17 2.91 -6.72
7 H -3.83 1.55 -5.44
8 H -3.25 0.69 -6.88
9 C -1.85 -1.50 -6.23
10 H -1.57 -2.47 -5.83
11 H -0.97 -1.02 -6.67
12 H -2.61 -1.64 -7.01
13 C -4.29 -1.19 -4.87
14 H -4.57 -1.49 -5.88
15 H -5.01 -0.46 -4.50
16 H -4.30 -2.08 -4.22
17 C 0.13 4.06 -5.41
18 H 0.67 4.63 -4.65
19 H -0.39 4.74 -6.08
20 H 0.84 3.45 -5.98
21 C -2.46 4.21 -4.33
22 H -3.44 3.73 -4.25
23 H -2.46 4.89 -5.18
24 H -2.25 4.78 -3.42
25 Os -0.29 0.39 -1.04
26 C -1.92 -0.84 -2.19
27 C -0.81 -0.96 -3.09
28 C 0.00 0.01 -3.95
29 C 0.79 1.26 -3.42
30 C 0.09 2.22 -2.47
31 C -1.24 2.20 -1.92
32 C -2.47 1.60 -2.59
33 C -2.98 0.24 -2.06
34 C -0.49 0.87 0.82
35 H -2.18 -1.78 -1.68
36 H -0.33 -1.95 -3.05
37 H -0.59 0.39 -4.82
38 H 0.76 -0.62 -4.45
39 H 1.76 0.91 -3.05
40 H 1.07 1.85 -4.32
41 H 0.79 2.96 -2.03
42 H -1.46 2.97 -1.17
43 H -2.24 1.40 -3.66
44 H -3.30 2.33 -2.59
45 H -3.28 0.37 -1.02
46 H -3.90 -0.06 -2.59
47 H -1.01 0.07 1.37
48 H -1.02 1.82 0.97
49 H 0.53 0.97 1.23
50 O 2.21 -0.07 -1.02
51 N 1.92 -1.25 -0.72
52 O 0.61 -1.43 -0.58

Calculated atomic charges, method Mulliken, unit e: 1.255, 0.891, -1.014, -1.064, 0.353, 0.749, 0.339, 0.624, -1.383, 0.409, 0.355, 0.496, -1.598, 0.461, 0.491, 0.401, -1.314, 0.426, 0.492, 0.479, -1.478, 0.383, 0.487, 0.427, 1.027, 0.164, -0.571, 0.772, -2.098, -0.135, -0.420, 0.916, -1.815, -1.009, 0.292, 0.287, -0.665, 0.618, 0.485, 0.731, 0.239, 0.680, -1.662, 0.796, 0.562, 0.488, 0.351, 0.355, 0.372, -0.344, 0.316, -0.397

Entry 4:
# C5H10N2

One molecule with the formula C5H10N2 at a distorted geometry (ωB97M-V/def2-TZVPD, the OMol25 dataset).

SMILES: CCN(C#N)CC
Energy above the lowest of the compared OMol25 structures with the same formula, charge and spin, kcal per mole: 45.67
HOMO-LUMO gap, Ha: 0.369

Geometry (Å):
1 C 1.62 -0.69 -0.64
2 C 0.85 -1.05 0.54
3 N -0.49 -0.59 0.72
4 C -1.47 -1.26 0.15
5 N -2.22 -1.99 -0.43
6 C -0.63 0.92 0.79
7 C -0.97 1.54 -0.60
8 H 2.42 -1.56 -0.77
9 H 0.86 -0.60 -1.58
10 H 2.23 0.30 -0.41
11 H 0.76 -2.20 0.69
12 H 1.35 -0.69 1.46
13 H 0.17 1.44 1.24
14 H -1.43 1.25 1.49
15 H -1.96 1.24 -0.99
16 H -0.08 1.29 -1.15
17 H -1.00 2.67 -0.52

Calculated atomic charges, method Mulliken, unit e: -0.813, -0.712, -0.043, 0.596, -0.572, -0.686, -0.946, 0.296, 0.250, 0.230, 0.447, 0.312, 0.398, 0.334, 0.320, 0.252, 0.337

Entry 5:
# C2H4NO3P

A 2-piece molecular cluster, C2H4NO3P overall at a distorted geometry (ωB97M-V/def2-TZVPD, the OMol25 dataset).

Energy above the lowest of the compared OMol25 structures with the same formula, charge and spin, kcal per mole: 95.89
HOMO-LUMO gap (alpha / beta), Ha: 0.315 / 0.315

Geometry (Å):
1 C -0.54 -1.24 0.16
2 C -0.06 -0.52 -1.10
3 N 0.44 0.78 -0.87
4 O -1.03 -2.30 0.33
5 O 0.08 2.17 1.49
6 O -0.28 -0.48 1.18
7 P 0.54 0.96 0.83
8 H 0.84 -1.28 -1.38
9 H -0.86 -0.78 -1.81
10 H -0.94 1.90 -0.34
11 H 1.80 0.80 1.50

Calculated atomic charges, method Mulliken, unit e: 0.621, -0.276, -0.491, -0.549, -0.559, -0.295, 0.514, 0.258, 0.329, 0.353, 0.096

Entry 6:
# C15H28O2

One molecule with the formula C15H28O2 (ωB97M-V/def2-TZVPD, the OMol25 dataset).

SMILES: O=C1CCCCCCCCCCCCCCO1
Energy above the lowest of the compared OMol25 structures with the same formula, charge and spin, kcal per mole: 1.80
HOMO-LUMO gap, Ha: 0.418

Geometry (Å):
1 O -2.81 1.34 -0.56
2 C -2.02 2.02 -1.16
3 C -1.63 1.82 -2.61
4 C -1.53 0.34 -2.98
5 C -0.37 -0.34 -2.26
6 C -0.19 -1.79 -2.68
7 C 0.96 -2.47 -1.92
8 C 0.57 -2.85 -0.49
9 C 1.78 -3.05 0.44
10 C 1.56 -2.41 1.81
11 C 1.62 -0.88 1.72
12 C 1.01 -0.19 2.94
13 C 0.83 1.31 2.75
14 C -0.30 1.64 1.76
15 C -0.52 3.15 1.63
16 C -1.69 3.47 0.70
17 O -1.40 3.09 -0.65
18 H -2.40 2.30 -3.21
19 H -0.69 2.34 -2.79
20 H -1.40 0.25 -4.06
21 H -2.47 -0.15 -2.70
22 H -0.55 -0.28 -1.18
23 H 0.55 0.21 -2.47
24 H -1.12 -2.34 -2.50
25 H 0.02 -1.82 -3.75
26 H 1.81 -1.79 -1.90
27 H 1.27 -3.37 -2.46
28 H -0.06 -2.06 -0.08
29 H -0.04 -3.76 -0.51
30 H 1.98 -4.12 0.56
31 H 2.67 -2.61 -0.01
32 H 2.31 -2.77 2.51
33 H 0.58 -2.72 2.19
34 H 1.08 -0.56 0.83
35 H 2.66 -0.57 1.61
36 H 0.04 -0.64 3.16
37 H 1.65 -0.37 3.81
38 H 0.59 1.77 3.71
39 H 1.76 1.75 2.39
40 H -1.22 1.17 2.10
41 H -0.06 1.24 0.78
42 H -0.74 3.58 2.60
43 H 0.38 3.62 1.24
44 H -2.59 2.94 1.02
45 H -1.88 4.54 0.68

Calculated atomic charges, method Mulliken, unit e: -0.592, 0.652, -0.617, -0.826, 0.268, -1.005, -0.693, -0.646, -0.847, -1.029, 0.361, -0.826, -0.922, 0.187, -0.754, -0.644, -0.346, 0.301, 0.322, 0.420, 0.326, -0.265, 0.294, 0.326, 0.418, 0.378, 0.365, 0.309, 0.470, 0.464, 0.316, 0.443, 0.390, -0.280, 0.234, 0.374, 0.393, 0.424, 0.314, 0.331, -0.210, 0.376, 0.312, 0.378, 0.356